a) 13
Properties=species:S:1:pos:R:3:mulliken_charge:R:1 method="wB97M-V/def2-TZVPD" gap_ev=8.65 smiles=COc1ocnc1S lumo_ev=0.645
C 2.556 -1.132 0.140 -0.58
O 1.094 -1.176 -0.143 -0.40
C 0.497 -0.046 -0.184 0.48
O 1.198 1.118 0.040 -0.37
C 0.164 2.081 0.030 -0.07
N -1.053 1.576 0.009 -0.50
C -0.772 0.224 -0.250 0.42
S -2.108 -0.960 0.114 -0.27
H 2.958 -0.213 -0.593 0.26
H 2.961 -2.139 0.007 0.24
H 2.824 -0.673 1.132 0.28
H 0.573 3.045 0.282 0.37
H -1.211 -1.983 -0.300 0.15

---

b) 13
Properties=species:S:1:pos:R:3:mulliken_charge:R:1 method="wB97M-V/def2-TZVPD" gap_ev=7.89 smiles="Cc1cc(=O)n(O)s1" lumo_ev=-1.185
C 0.395 0.815 -2.103 -1.18
C -0.082 0.412 -0.768 0.63
C 0.768 -0.316 -0.006 -0.46
C 0.232 -0.849 1.203 0.45
O 0.333 -1.942 1.687 -0.56
N -0.546 0.166 1.868 -0.18
O -1.365 -0.145 2.916 -0.29
S -1.458 1.077 0.107 -0.04
H -0.169 1.554 -2.546 0.43
H 0.281 -0.004 -2.864 0.29
H 1.457 1.027 -2.097 0.30
H 1.803 -0.737 -0.179 0.28
H -1.650 -1.056 2.781 0.34

---

Energies relative to the minimum, kJ/mol: a) 0.0; b) 113.6

---

a) 13
Properties=species:S:1:pos:R:3:mulliken_charge:R:1 method="wB97M-V/def2-TZVPD" gap_ev=7.96 smiles="C/C(=N/O)C(=S)C=O" lumo_ev=-1.454
C -0.074 1.755 0.767 -1.12
C 0.180 0.535 -0.055 0.81
N 1.327 0.414 -0.622 -0.47
O 1.374 -0.733 -1.413 -0.35
C -0.892 -0.494 -0.222 0.09
S -2.388 -0.163 -0.710 -0.19
C -0.541 -1.908 0.198 0.05
O 0.269 -2.145 1.056 -0.45
H 0.821 2.392 0.784 0.34
H -0.905 2.316 0.397 0.33
H -0.276 1.480 1.815 0.29
H 2.301 -0.748 -1.681 0.37
H -1.196 -2.702 -0.313 0.31

---

b) 13
Properties=species:S:1:pos:R:3:mulliken_charge:R:1 method="wB97M-V/def2-TZVPD" gap_ev=8.38 smiles="Cc1cc(=O)n(O)s1" lumo_ev=-0.694
C 1.379 -0.337 -0.150 -1.04
C -0.009 0.147 -0.340 0.88
C -0.822 0.252 0.737 -0.72
C -2.147 0.834 0.445 0.44
O -3.132 0.909 1.181 -0.67
N -2.051 1.504 -0.768 -0.02
O -3.217 1.935 -1.356 -0.36
S -0.530 0.847 -1.809 0.00
H 1.570 -1.003 -1.019 0.32
H 1.539 -0.730 0.965 0.28
H 1.941 0.549 -0.405 0.31
H -0.589 -0.173 1.762 0.24
H -3.771 2.018 -0.575 0.36

---

Energies relative to the minimum, kJ/mol: a) 0.0; b) 39.7

---

a) 7
Properties=species:S:1:pos:R:3:mulliken_charge:R:1 method="wB97M-V/def2-TZVPD" charge=-1 gap_ev=8.43 smiles="CC(=O)[O-]" lumo_ev=4.764
C -0.582 -0.208 -0.375 -0.72
C 0.734 0.163 0.585 0.50
O 1.828 -0.299 0.248 -0.70
O 0.480 0.998 1.453 -0.69
H -1.055 0.863 -0.455 0.16
H -1.235 -1.044 -0.108 0.22
H -0.168 -0.474 -1.349 0.22

---

b) 7
Properties=species:S:1:pos:R:3:mulliken_charge:R:1 method="wB97M-V/def2-TZVPD" charge=-1 gap_ev=8.27 smiles="CC(=O)[O-]" lumo_ev=4.726
C -0.048 -1.083 -0.747 -0.91
C 0.012 0.219 0.091 0.53
O -0.885 0.131 0.968 -0.70
O 0.934 1.060 -0.203 -0.73
H -0.899 -1.128 -1.343 0.27
H 0.968 -1.450 -0.933 0.31
H -0.250 -1.763 0.088 0.24

---

Energies relative to the minimum, kJ/mol: a) 0.0; b) 29.2

---

a) 59
Properties=species:S:1:pos:R:3:mulliken_charge:R:1 method="wB97M-V/def2-TZVPD" gap_ev=9.81 lumo_ev=0.047
C 0.192 0.495 0.511 -0.22
N 1.610 0.919 0.388 0.32
C 2.542 -0.104 0.413 0.63
N 2.235 -1.192 1.212 -0.06
O 3.612 -0.026 -0.173 -0.72
C -0.444 -0.227 -0.691 0.85
C -0.232 0.561 -1.983 -1.14
H -0.343 1.440 0.670 0.40
H 0.081 -0.148 1.381 -0.38
H 1.648 1.666 -0.297 0.15
H 1.275 -1.514 1.276 0.03
H 2.933 -1.912 1.149 0.27
H 0.019 -1.206 -0.798 -0.23
H -1.486 -0.271 -0.416 -0.28
H 0.741 1.052 -2.007 0.10
H -0.273 -0.091 -2.853 0.33
H -0.976 1.359 -2.060 0.35
H 1.920 0.568 3.684 0.33
H 1.177 -0.700 3.147 0.36
O 1.123 0.033 3.780 -0.76
H -0.916 -2.850 2.384 0.33
H 0.045 -3.266 1.380 0.28
O -0.291 -2.418 1.777 -0.71
H -1.663 3.738 1.211 0.32
H -2.319 2.427 0.839 0.33
O -2.218 3.361 0.515 -0.79
H -0.539 0.574 3.709 0.44
H -0.814 2.022 4.066 0.29
O -1.283 1.226 3.784 -0.74
H -0.269 -3.861 -0.475 0.28
H 1.242 -3.794 -0.605 0.44
O 0.541 -4.138 -0.027 -0.78
H 2.570 3.085 2.170 0.25
H 1.823 1.786 1.931 0.36
O 2.108 2.386 2.647 -0.75
H 0.832 -3.444 -2.529 0.39
H 2.415 -3.200 -2.591 0.29
O 1.666 -3.412 -2.023 -0.60
H -2.083 4.281 -2.231 0.25
H -1.408 4.126 -0.904 0.45
O -1.257 4.498 -1.790 -0.60
H 4.017 0.933 -1.930 0.34
H 3.349 2.044 -2.823 0.29
O 3.401 1.106 -2.650 -0.63
H -3.097 -1.070 0.169 0.37
H -2.425 -1.992 1.165 0.41
O -3.276 -1.824 0.739 -0.78
H -3.233 -2.844 -0.939 0.38
H -3.408 -3.702 -2.218 0.25
O -2.738 -3.334 -1.627 -0.65
H -1.102 -3.155 -4.208 0.31
H -1.288 -3.238 -2.647 0.36
O -0.652 -3.324 -3.384 -0.71
H 0.956 4.386 -2.355 0.31
H 0.962 5.042 -1.038 0.28
O 1.474 4.394 -1.542 -0.61
H -3.597 1.030 1.712 0.30
H -2.217 0.849 2.438 0.33
O -2.663 0.867 1.565 -0.61

---

b) 59
Properties=species:S:1:pos:R:3:mulliken_charge:R:1 method="wB97M-V/def2-TZVPD" gap_ev=9.42 lumo_ev=-0.225
O -2.832 -1.375 3.054 -0.51
C -1.724 -1.808 2.891 -0.21
C -0.640 -0.967 2.154 0.23
C -0.957 -0.944 0.679 -1.75
C -0.006 -0.141 -0.283 -0.14
N 0.845 -1.050 -1.086 -0.08
N -0.642 0.372 2.868 -0.47
H -1.479 -2.835 3.241 0.41
H 0.366 -1.357 2.313 0.33
H -1.262 -1.850 0.165 1.25
H -1.835 -0.287 0.686 0.33
H -0.642 0.562 -0.858 0.07
H 0.681 0.503 0.343 0.06
H 1.439 -1.541 -0.432 0.15
H 0.226 -1.737 -1.504 0.18
H -1.536 0.555 3.278 0.27
H -0.373 1.082 2.179 0.05
H 3.364 0.955 -3.058 0.34
H 1.870 1.282 -3.071 0.35
O 2.735 1.700 -2.976 -0.69
H -3.661 -1.947 -1.620 0.28
H -3.445 -0.843 -0.626 0.27
O -3.015 -1.605 -0.999 -0.51
H -1.756 -3.347 -2.541 0.27
H -0.510 -3.462 -2.995 0.31
O -0.961 -3.761 -2.173 -0.59
H -4.135 -0.365 1.724 0.34
H -4.854 0.706 0.899 0.32
O -4.696 -0.240 0.945 -0.66
H 3.329 -0.533 0.090 0.23
H 4.218 0.504 0.193 0.25
O 3.476 0.308 -0.396 -0.48
H 3.801 -2.248 2.553 0.30
H 2.682 -3.466 2.460 0.31
O 3.267 -2.840 2.030 -0.62
H -1.845 4.785 -0.136 0.26
H -1.218 4.191 1.081 0.49
O -2.054 4.636 0.803 -0.68
H -3.431 2.853 -1.478 0.32
H -2.998 2.067 -2.727 0.28
O -3.679 2.124 -2.054 -0.62
H 2.357 2.103 -1.304 0.40
H 2.893 3.503 -0.836 0.22
O 2.263 2.803 -0.627 -0.68
H 0.057 -3.031 1.173 0.30
H 0.048 -4.463 0.719 0.32
O 0.077 -3.909 1.506 -0.64
H 0.568 3.232 2.078 0.37
H 1.032 3.298 0.634 0.32
O 0.247 3.470 1.180 -0.71
H 3.895 -0.841 -1.930 0.36
H 2.395 -0.931 -2.389 0.27
O 3.285 -1.341 -2.457 -0.69
H 1.134 1.951 3.982 0.36
H 1.648 1.397 2.827 0.32
O 1.599 2.326 3.187 -0.72
H 0.504 1.253 -4.772 0.30
H -0.496 0.088 -4.347 0.28
O 0.381 0.456 -4.238 -0.63

---

Energies relative to the minimum, kJ/mol: a) 0.0; b) 343.9

---

a) 24
Properties=species:S:1:pos:R:3:mulliken_charge:R:1 method="wB97M-V/def2-TZVPD" gap_ev=10.42 lumo_ev=0.675
H 2.826 1.977 0.990 0.29
N 1.905 2.448 1.043 -0.60
C 0.926 1.718 1.143 0.42
N 0.273 0.498 1.240 -0.57
C -0.690 0.692 0.138 1.30
C -1.886 -0.283 0.466 -1.53
C -0.132 0.924 -1.219 -1.00
C 0.367 -0.365 -1.973 -0.50
C 1.203 -1.111 -1.013 -0.26
C 0.991 -2.281 -0.567 0.23
C 0.838 -3.513 -0.039 -0.97
C -0.506 1.824 1.205 0.29
C -1.336 2.303 2.226 -0.13
N -1.990 2.761 3.048 -0.47
H -1.839 -0.303 1.530 0.49
H -1.663 -1.270 0.172 0.34
H -2.812 0.020 0.018 0.30
H 0.667 1.692 -1.243 0.45
H -0.858 1.613 -1.930 0.34
H 0.866 0.027 -2.823 0.40
H -0.537 -0.876 -2.307 0.31
H 2.023 -0.544 -0.676 0.36
H 1.250 -4.473 -0.245 0.32
H 0.112 -3.478 0.820 0.19

---

b) 24
Properties=species:S:1:pos:R:3:mulliken_charge:R:1 method="wB97M-V/def2-TZVPD" gap_ev=7.74 smiles=CN(C)c1ccc2cncnc2c1 lumo_ev=0.106
C 2.563 -1.503 0.062 -1.18
N 2.022 -0.198 -0.104 0.10
C 3.160 0.704 0.184 -1.07
C 0.820 0.117 -0.426 1.32
C 0.301 1.515 -0.286 -0.60
C -1.026 1.852 -0.026 -0.74
C -2.031 0.757 -0.303 0.45
C -3.354 0.943 -0.254 -0.10
N -4.201 0.095 0.148 -0.62
C -3.696 -1.184 0.368 0.01
N -2.449 -1.615 -0.021 -0.65
C -1.515 -0.667 -0.497 0.73
C -0.190 -0.920 -0.803 -0.82
H 2.032 -2.237 -0.634 0.24
H 3.523 -1.769 0.047 0.49
H 2.176 -1.842 1.177 0.34
H 4.070 0.030 0.586 0.26
H 3.029 1.255 1.182 0.34
H 3.195 1.509 -0.511 0.43
H 1.029 2.239 0.251 0.17
H -1.547 2.751 0.354 0.32
H -3.683 2.032 -0.229 0.30
H -4.593 -1.771 0.659 0.36
H 0.364 -2.090 -0.923 -0.08

---

Energies relative to the minimum, kJ/mol: a) 71.3; b) 0.0